1.
Density functional theory data (ωB97M-V/def2-TZVPD) for C34H34N3OS6Zr as an isolated structure.

Its charge is +1. The calculation puts the total energy at -108617.7188 eV. The orbital gap comes out at 7.08 eV.

```
79
Properties=species:S:1:pos:R:3:lowdin_charge:R:1
Zr 1.225 0.741 0.620 0.810
S 1.300 1.432 -1.816 0.559
C -0.435 1.744 -2.073 -0.648
C -0.921 1.611 -3.374 -0.129
C -2.259 1.813 -3.666 -0.063
C -3.158 2.153 -2.666 -0.066
C -2.697 2.307 -1.370 -0.089
C -1.349 2.123 -1.079 -0.528
S -0.882 2.357 0.626 0.932
C -0.200 4.036 0.646 -0.329
C 1.206 4.127 1.170 -0.329
C 1.582 5.247 1.900 0.002
C 2.910 5.402 2.249 -0.015
C 3.830 4.472 1.798 0.006
C 3.377 3.382 1.077 -0.326
C 4.341 2.423 0.444 -0.359
S 3.911 0.693 0.690 0.830
C 4.219 0.510 2.435 -0.530
C 5.530 0.202 2.789 -0.100
C 5.885 0.079 4.119 -0.069
C 4.909 0.250 5.093 -0.061
C 3.604 0.541 4.741 -0.111
C 3.223 0.678 3.404 -0.637
S 1.504 1.032 3.102 0.573
N 2.074 3.166 0.837 0.002
H -0.231 1.336 -4.160 0.101
H -2.603 1.696 -4.685 0.112
H -4.205 2.298 -2.888 0.112
H -3.383 2.561 -0.573 0.112
H -0.861 4.673 1.231 0.091
H -0.221 4.390 -0.387 0.112
H 0.837 5.975 2.183 0.124
H 3.228 6.252 2.836 0.122
H 4.886 4.580 1.996 0.125
H 5.362 2.589 0.785 0.097
H 4.316 2.567 -0.640 0.095
H 6.269 0.054 2.013 0.109
H 6.902 -0.160 4.392 0.110
H 5.163 0.147 6.139 0.113
H 2.851 0.661 5.507 0.104
C -0.583 -2.110 -3.273 -0.057
C 0.289 -3.095 -2.514 -0.196
N 0.747 -2.537 -1.245 0.027
C 1.949 -2.189 -0.822 -0.764
S 2.143 -1.877 0.889 0.621
N 3.025 -2.089 -1.605 0.024
C 3.105 -1.820 -3.045 -0.234
C 3.809 -2.922 -3.809 -0.071
H -0.961 -2.569 -4.185 0.087
H -0.041 -1.199 -3.532 0.055
H -1.436 -1.808 -2.664 0.062
H 1.150 -3.431 -3.088 0.098
H -0.278 -3.995 -2.266 0.129
H 0.034 -2.419 -0.525 0.087
H 3.867 -1.915 -1.074 0.110
H 3.634 -0.870 -3.153 0.119
H 2.102 -1.636 -3.416 0.087
H 4.819 -3.079 -3.432 0.080
H 3.886 -2.658 -4.863 0.083
H 3.277 -3.870 -3.729 0.073
C -9.499 -2.880 0.908 -0.071
C -8.055 -2.485 0.724 -0.739
O -7.706 -1.422 0.301 0.043
S -6.925 -3.789 1.231 1.025
C -5.382 -2.957 1.035 -0.534
C -4.937 -2.583 -0.229 -0.080
C -3.724 -1.939 -0.376 -0.022
C -2.927 -1.675 0.739 -0.240
C -3.370 -2.055 2.005 -0.017
C -4.593 -2.685 2.148 -0.078
C -1.669 -1.007 0.569 -0.095
C -0.588 -0.469 0.407 -0.279
H -10.083 -2.445 0.100 0.089
H -9.845 -2.462 1.854 0.093
H -9.637 -3.959 0.939 0.068
H -5.552 -2.791 -1.094 0.116
H -3.387 -1.631 -1.357 0.104
H -2.754 -1.851 2.869 0.122
H -4.941 -2.970 3.132 0.109
```



2.
Density functional theory data (ωB97M-V/def2-TZVPD) for C34H34N9SSbTi as an isolated structure in a non-equilibrium geometry.

Its charge is +3. The calculation puts the total energy at -89686.4742 eV. The spin multiplicity is 2. The orbital gap (spin up / spin down) comes out at 6.67 / 6.64 eV.

```
80
Properties=species:S:1:pos:R:3:mulliken_spin:R:1
Ti -0.308 0.049 0.529 0.827
C -1.067 1.698 -3.601 0.002
C -0.854 3.061 -3.397 0.000
C -0.418 3.484 -2.158 0.002
C -0.260 2.600 -1.158 0.012
N -0.444 1.275 -1.328 -0.002
C -0.844 0.809 -2.521 0.022
C -0.263 2.990 0.277 0.047
C -0.213 4.311 0.693 -0.005
C -0.505 4.683 1.988 0.022
C -0.745 3.562 2.897 -0.010
C -0.680 2.279 2.443 0.005
N -0.460 2.025 1.172 -0.037
C -1.194 1.108 3.199 0.049
C -1.788 1.217 4.405 0.005
C -2.449 0.116 4.937 0.011
C -2.351 -1.107 4.346 -0.003
C -1.711 -1.167 3.115 0.042
N -1.235 -0.056 2.492 -0.033
H -1.302 1.418 -4.599 0.000
H -0.927 3.747 -4.240 0.000
H -0.126 4.480 -2.065 0.000
H -0.948 -0.282 -2.602 -0.005
H -0.027 5.074 0.012 0.000
H -0.584 5.727 2.266 0.000
H -0.924 3.782 3.993 0.000
H -1.824 2.192 4.894 0.000
H -2.907 0.162 5.907 0.000
H -2.700 -2.110 4.697 0.000
H -1.628 -2.133 2.642 0.001
C 1.864 0.025 3.399 0.020
C 1.930 -1.189 2.537 -0.002
C 2.898 -2.164 2.788 -0.001
C 2.922 -3.371 2.044 0.001
C 1.822 -3.567 1.200 -0.003
C 0.909 -2.503 0.952 -0.010
N 1.008 -1.281 1.574 -0.013
Sb -0.296 -3.317 -0.747 -0.006
C -2.184 -2.207 -0.430 0.002
C -3.273 -2.862 -0.921 -0.006
C -4.415 -2.162 -1.216 0.002
C -4.492 -0.829 -0.871 0.001
C -3.401 -0.218 -0.256 0.009
C -3.491 1.223 0.149 0.041
N -2.224 -0.875 -0.094 -0.019
C 0.335 -2.329 -2.635 0.000
C -0.464 -2.710 -3.704 0.001
C -0.079 -2.211 -4.994 0.000
C 1.011 -1.417 -5.114 0.000
C 1.827 -1.142 -3.955 0.000
C 3.076 -0.353 -4.057 0.000
N 1.426 -1.516 -2.717 -0.001
H 2.825 0.204 3.831 0.000
H 1.693 0.890 2.826 -0.008
H 1.089 -0.091 4.119 0.003
H 3.592 -1.990 3.563 0.000
H 3.776 -3.996 2.251 0.000
H 1.602 -4.480 0.617 0.000
H -3.190 -3.926 -1.174 0.000
H -5.253 -2.604 -1.712 0.000
H -5.372 -0.261 -1.073 0.001
H -2.713 1.813 -0.244 -0.012
H -3.593 1.274 1.245 -0.003
H -4.421 1.567 -0.335 0.001
H -1.268 -3.388 -3.551 0.000
H -0.734 -2.484 -5.767 0.000
H 1.371 -0.979 -6.033 0.000
H 3.873 -0.911 -4.523 0.000
H 3.345 -0.020 -3.058 0.000
H 2.926 0.485 -4.753 0.000
N 1.843 0.304 -0.488 0.049
N 3.085 -0.312 -0.235 0.002
C 3.948 0.363 0.570 0.000
N 5.003 -0.369 0.993 0.000
S 3.768 1.976 1.001 -0.001
H 1.575 0.051 -1.450 -0.010
H 2.055 1.357 -0.559 0.006
H 3.274 -1.259 -0.461 0.000
H 5.144 -1.297 0.718 0.000
H 5.732 0.061 1.515 0.000
```



3.
Density functional theory data (ωB97M-V/def2-TZVPD) for C34H35As2Br2N4O2Re as an isolated structure in a non-equilibrium geometry.

Its charge is +3. The calculation puts the total energy at -309750.3889 eV. The spin multiplicity is 2. The orbital gap (spin up / spin down) comes out at 5.97 / 5.54 eV.

```
80
Properties=species:S:1:pos:R:3:mulliken_spin:R:1
Re 0.065 0.376 -0.143 0.944
C 4.973 -1.636 2.342 0.001
C 5.156 -0.258 2.272 -0.001
C 4.223 0.544 1.644 -0.002
C 3.086 -0.045 1.087 -0.003
C 2.891 -1.419 1.162 -0.001
C 3.842 -2.213 1.783 -0.007
N 2.103 0.791 0.442 0.016
N 2.607 1.868 0.040 -0.038
C 1.775 2.698 -0.680 -0.004
C 2.291 3.885 -1.183 -0.006
C 1.477 4.681 -1.965 -0.002
C 0.174 4.260 -2.217 -0.003
C -0.276 3.076 -1.674 -0.019
N 0.506 2.292 -0.900 0.095
H 5.713 -2.255 2.831 0.000
H 6.032 0.196 2.715 0.000
H 4.365 1.613 1.609 0.000
H 2.024 -1.886 0.728 0.017
H 3.699 -3.285 1.824 0.000
H 3.317 4.140 -0.959 0.000
H 1.848 5.608 -2.380 0.000
H -0.496 4.850 -2.827 0.000
H -1.286 2.734 -1.845 0.007
C -0.822 3.700 1.608 -0.001
As -1.601 2.012 1.068 -0.017
C -3.128 2.541 -0.015 0.000
C -2.366 1.339 2.690 0.011
C -3.459 1.928 3.310 0.002
C -3.995 1.330 4.444 0.000
C -3.448 0.157 4.940 0.001
C -2.342 -0.421 4.330 -0.003
C -1.805 0.178 3.198 0.006
As -0.184 -0.414 2.359 -0.005
C -0.187 -2.324 2.604 -0.006
C 1.145 0.284 3.576 0.003
H -1.630 4.308 2.015 -0.002
H -0.371 4.227 0.771 -0.001
H -0.079 3.533 2.387 0.000
H -4.022 2.420 0.593 -0.001
H -3.228 1.925 -0.905 -0.001
H -3.022 3.589 -0.292 0.000
H -3.902 2.840 2.929 0.000
H -4.845 1.780 4.940 0.000
H -3.882 -0.311 5.814 0.000
H -1.926 -1.329 4.747 0.000
H 0.757 -2.766 2.303 0.000
H -1.012 -2.761 2.048 0.002
H -0.322 -2.481 3.673 -0.002
H 0.758 0.115 4.581 -0.002
H 1.274 1.354 3.416 0.001
H 2.092 -0.231 3.451 -0.001
C -1.758 0.226 -5.290 0.000
C -2.129 -0.139 -3.882 -0.003
C -3.240 -0.925 -3.578 0.002
C -3.517 -1.248 -2.263 -0.001
C -2.681 -0.779 -1.267 -0.006
Br -3.105 -1.163 0.517 0.006
N -1.604 -0.023 -1.518 0.012
C -1.350 0.273 -2.818 0.008
H -2.577 0.018 -5.974 0.000
H -0.893 -0.352 -5.619 0.000
H -1.506 1.283 -5.374 0.000
H -3.887 -1.286 -4.368 0.000
H -4.374 -1.851 -2.000 0.000
H -0.455 0.847 -3.012 -0.005
Br 2.208 -6.861 -4.176 0.003
C 1.762 -5.282 -3.295 0.007
C 1.033 -5.344 -2.105 -0.002
C 0.707 -4.177 -1.452 0.004
C 1.105 -2.943 -1.988 -0.004
C 1.838 -2.891 -3.183 0.002
C 2.165 -4.058 -3.835 -0.001
C 0.764 -1.729 -1.314 0.023
O 0.090 -1.688 -0.200 -0.010
O 1.090 -0.552 -1.717 -0.011
H 0.733 -6.304 -1.709 0.000
H 0.139 -4.212 -0.531 0.000
H 2.151 -1.937 -3.585 -0.001
H 2.732 -4.038 -4.755 0.000
```



4.
Density functional theory data (ωB97M-V/def2-TZVPD) for a 5-piece molecular cluster, C34H35BF3N6O14 overall.

Its charge is -1. The calculation puts the total energy at -82253.5388 eV. The orbital gap comes out at 5.16 eV.

```
93
Properties=species:S:1:pos:R:3:lowdin_charge:R:1
C -1.069 -0.123 -0.164 -0.062
O -0.179 -0.453 -1.212 0.043
B 0.118 0.508 -2.146 -0.558
O 0.637 1.722 -1.709 0.168
C -0.186 0.255 -3.704 -0.228
N -1.609 0.431 -3.987 0.036
C -2.166 1.615 -3.360 -0.215
C -3.406 2.078 -4.119 -0.049
C -4.455 1.006 -4.286 -0.584
F -4.295 0.247 -5.378 0.145
F -5.703 1.580 -4.414 0.058
F -4.561 0.183 -3.217 0.121
C 0.673 1.302 -4.545 -0.676
O 1.900 1.190 -4.427 -0.003
O 0.007 2.094 -5.233 -0.019
N 0.309 -1.093 -4.127 0.069
C 0.426 -1.186 -5.565 -0.440
C 1.831 -1.326 -6.062 0.005
O -0.520 -1.186 -6.312 0.103
C -0.372 -2.232 -3.541 -0.435
C -1.734 -2.632 -4.020 0.006
O 0.179 -2.856 -2.679 0.107
H -0.731 0.750 0.400 0.089
H -2.082 0.032 -0.540 0.085
H -1.095 -0.960 0.531 0.077
H -0.050 2.396 -1.662 0.100
H -1.703 0.553 -4.990 0.108
H -2.477 1.405 -2.332 0.112
H -1.472 2.460 -3.399 0.118
H -3.884 2.897 -3.585 0.128
H -3.096 2.415 -5.107 0.140
H 1.985 -2.361 -6.376 0.085
H 1.976 -0.687 -6.928 0.090
H 2.541 -1.090 -5.279 0.077
H -1.991 -3.598 -3.594 0.077
H -2.436 -1.884 -3.650 0.073
H -1.820 -2.613 -5.101 0.070
C 4.704 1.243 3.262 -0.065
C 4.246 0.269 2.387 -0.041
C 2.935 -0.181 2.453 0.015
C 2.104 0.369 3.414 -0.136
C 2.534 1.346 4.294 -0.011
C 3.845 1.781 4.214 -0.075
N 0.709 -0.089 3.517 -0.337
O 0.356 -1.002 2.803 0.067
O -0.006 0.455 4.339 0.067
H 5.727 1.590 3.202 0.077
H 4.909 -0.145 1.640 0.115
H 2.597 -0.936 1.762 0.092
H 1.859 1.755 5.029 0.114
H 4.194 2.546 4.894 0.093
C -1.342 -6.191 1.178 -0.076
C -1.212 -4.980 1.845 -0.060
C -0.023 -4.272 1.776 0.009
C 1.016 -4.798 1.032 -0.135
C 0.911 -6.001 0.361 -0.001
C -0.281 -6.701 0.439 -0.071
N 2.270 -4.036 0.935 -0.327
O 2.335 -2.993 1.557 0.057
O 3.156 -4.483 0.240 0.091
H -2.275 -6.736 1.227 0.103
H -2.040 -4.580 2.413 0.108
H 0.088 -3.324 2.281 0.097
H 1.740 -6.380 -0.217 0.118
H -0.385 -7.642 -0.083 0.104
C -9.080 2.490 -2.190 -0.069
C -7.925 1.741 -2.373 -0.049
C -7.646 0.684 -1.519 0.013
C -8.537 0.401 -0.501 -0.146
C -9.689 1.139 -0.300 -0.013
C -9.958 2.194 -1.156 -0.075
N -8.260 -0.731 0.401 -0.356
O -7.237 -1.356 0.225 0.086
O -9.078 -0.972 1.269 0.064
H -9.297 3.312 -2.861 0.105
H -7.245 1.973 -3.176 0.085
H -6.752 0.092 -1.650 0.114
H -10.362 0.894 0.507 0.115
H -10.855 2.782 -1.016 0.103
C 8.366 3.504 8.177 -0.073
C 9.493 3.959 7.505 -0.068
C 9.533 3.937 6.120 -0.004
C 8.433 3.459 5.434 -0.140
C 7.304 2.997 6.083 0.005
C 7.276 3.021 7.467 -0.060
N 8.462 3.446 3.961 -0.343
O 9.477 3.824 3.415 0.087
O 7.467 3.057 3.385 0.070
H 8.339 3.526 9.259 0.106
H 10.343 4.333 8.059 0.106
H 10.402 4.286 5.584 0.119
H 6.464 2.622 5.519 0.098
H 6.400 2.662 7.991 0.109
```



5.
Density functional theory data (ωB97M-V/def2-TZVPD) for C34H35BrF3N11O3S2Tl as an isolated structure.

Its charge is -1. The calculation puts the total energy at -162917.4168 eV. The orbital gap comes out at 4.97 eV.

```
90
Properties=species:S:1:pos:R:3:lowdin_charge:R:1
Tl -0.947 -0.010 0.617 0.863
N -1.714 -2.899 -7.005 0.081
C -2.207 -2.649 -5.722 -0.334
C -3.519 -2.204 -5.546 -0.039
C -4.038 -2.042 -4.274 -0.070
C -3.250 -2.305 -3.167 -0.284
C -1.942 -2.731 -3.328 -0.052
C -1.421 -2.908 -4.599 -0.037
S -3.886 -2.069 -1.512 0.574
O -5.325 -1.984 -1.587 -0.324
O -3.361 -3.173 -0.734 -0.354
N -3.175 -0.741 -0.928 -0.156
C -3.389 0.455 -1.501 -0.506
N -2.766 1.498 -0.889 0.033
C -3.032 2.715 -1.317 -0.156
C -3.892 2.977 -2.375 -0.085
C -4.393 1.851 -3.013 -0.153
N -4.146 0.618 -2.615 0.126
H -2.155 -2.379 -7.744 0.078
H -0.712 -2.934 -7.082 0.076
H -4.129 -1.988 -6.417 0.104
H -5.056 -1.717 -4.113 0.107
H -1.333 -2.920 -2.456 0.095
H -0.402 -3.258 -4.727 0.105
H -2.523 3.522 -0.794 0.109
H -4.136 3.981 -2.688 0.082
H -5.015 1.941 -3.901 0.102
N -2.514 -3.004 5.440 0.126
N -2.712 -1.932 4.602 -0.296
N -3.404 -0.877 4.958 0.121
C -3.267 -0.113 3.878 -0.196
N -2.527 -0.706 2.937 -0.039
N -2.180 -1.874 3.413 0.080
H -3.346 -3.160 5.988 0.090
H -2.251 -3.803 4.882 0.096
H -3.693 0.869 3.783 0.111
C 2.062 0.802 -4.843 -0.044
C 2.214 1.447 -3.459 -0.593
C 3.547 1.051 -2.808 -0.034
C 2.095 2.975 -3.561 -0.039
C 1.124 0.959 -2.610 -0.161
N 0.261 0.573 -1.957 0.169
H 2.859 1.150 -5.502 0.086
H 1.098 1.065 -5.280 0.090
H 2.113 -0.284 -4.769 0.087
H 4.374 1.453 -3.394 0.088
H 3.646 -0.034 -2.756 0.088
H 3.611 1.447 -1.794 0.077
H 2.923 3.365 -4.155 0.087
H 2.123 3.431 -2.573 0.084
H 1.155 3.254 -4.038 0.090
O -0.529 1.896 2.615 -0.690
S 0.328 2.684 3.559 0.964
C 1.453 1.570 4.374 -0.381
C 1.013 0.136 4.507 -0.240
C 1.150 -0.309 5.938 -0.088
C 2.138 0.214 6.704 -0.161
C 2.909 1.335 6.292 -0.161
C 2.439 2.068 5.213 -0.157
C 1.594 3.562 2.594 -0.363
C 2.025 4.785 3.087 -0.110
C 3.066 5.455 2.458 -0.094
C 3.655 4.903 1.331 -0.100
C 3.191 3.694 0.825 -0.085
C 2.160 3.016 1.455 -0.060
H -0.002 0.009 4.121 0.106
H 0.475 -1.071 6.311 0.083
H 2.298 -0.188 7.701 0.088
H 3.727 1.700 6.899 0.065
H 2.818 3.071 5.037 0.091
H 1.537 5.199 3.963 0.104
H 3.410 6.406 2.845 0.097
H 4.469 5.425 0.842 0.095
H 3.654 3.275 -0.060 0.084
H 1.791 2.066 1.082 0.097
Br 4.245 -4.646 -0.076 0.705
C 2.414 -4.131 -0.040 -0.669
C 1.431 -5.086 0.148 -0.115
C 0.116 -4.651 0.160 -0.039
C -0.153 -3.304 -0.031 -0.171
N 0.804 -2.399 -0.224 0.032
C 2.067 -2.802 -0.214 -0.191
H 1.683 -6.129 0.276 0.101
H -0.703 -5.343 0.307 0.113
H -1.179 -2.954 -0.040 0.059
H 2.828 -2.039 -0.334 0.104
F 2.154 -0.229 2.387 0.078
C 1.854 -0.786 3.590 -0.552
F 1.185 -1.943 3.318 0.084
F 3.038 -1.160 4.119 0.125
```